Entry 1:
Formula: C5H5CdO3
Source: the OMol25 dataset
Level of theory: the ωB97M-V functional and the def2-TZVPD basis

The geometry in XYZ format:
```
14
Properties=species:S:1:pos:R:3:forces:R:3
O 1.09787 -0.66014 -1.43078 0.34 3.08 -0.87
C 0.97840 0.59508 -1.27401 1.66 -1.06 -0.47
O 1.62574 1.17753 -0.21498 0.17 -0.15 0.15
Cd -0.02835 -1.93972 -0.36949 -0.66 -2.54 0.80
H 0.97936 1.21353 -2.19137 -0.55 -0.05 0.31
O -1.80676 -0.99198 2.11109 0.16 -0.33 -0.77
C -1.26317 -0.69015 0.87560 -0.90 3.27 1.60
C -1.19971 0.55640 0.45997 1.27 -1.45 -1.32
C -0.59885 1.54093 -0.31469 -1.42 0.25 1.04
C 0.68385 2.19588 0.19272 0.03 -0.35 -0.36
H -1.70033 -1.93095 2.27763 -0.05 -0.21 -0.06
H -1.22625 2.13854 -0.98577 0.16 -0.25 0.13
H 0.90374 3.13820 -0.33096 -0.12 -0.18 0.20
H 0.77687 2.32430 1.27857 -0.11 -0.02 -0.38
```
Positions in Å, forces in eV/Å.

ΔE to the lowest compared entry with this formula, charge and spin: 112.3 kJ/mol
Multiplicity: 2
Kohn-Sham gap (alpha / beta): 5.95 / 8.18 eV
Expectation value of S²: 0.7588
Total charge: 0
Strongest force on any atom: 3.75 eV/Å

=====

Entry 2:
Formula: C5H5Cl
Source: the OMol25 dataset
Level of theory: the ωB97M-V functional and the def2-TZVPD basis

The geometry in XYZ format:
```
11
Properties=species:S:1:pos:R:3:forces:R:3
C 0.93709 0.64954 -2.87930 -1.46 -0.74 2.35
C 0.24204 0.29154 -1.94932 0.15 0.19 2.46
C -0.90713 -1.30063 1.35906 3.34 0.14 0.20
C -0.75566 0.00752 1.12608 -1.44 -0.33 0.50
C 0.41368 0.57339 0.57099 2.26 -1.48 -3.08
Cl 0.82519 2.20477 0.41123 -0.43 -0.08 0.72
H 1.33126 0.76145 -3.78899 1.44 0.58 -2.91
H -1.72714 -1.61483 1.90138 -1.80 -0.77 0.64
H -0.04565 -1.99901 1.32603 -0.76 0.35 -0.58
H -1.63126 0.54846 1.44897 0.17 0.96 -0.48
H 1.31757 -0.12220 0.47388 -1.47 1.18 0.15
```
Positions in Å, forces in eV/Å.

ΔE to the lowest compared entry with this formula, charge and spin: 600.3 kJ/mol
Kohn-Sham gap (alpha / beta): 7.21 / 6.85 eV
Total charge: 0
Strongest force on any atom: 4.10 eV/Å

=====

Please write out number 2 again, unchanged.
Formula: C5H5Cl
Source: the OMol25 dataset
Level of theory: the ωB97M-V functional and the def2-TZVPD basis

The geometry in XYZ format:
```
11
Properties=species:S:1:pos:R:3:forces:R:3
C 0.93709 0.64954 -2.87930 -1.46 -0.74 2.35
C 0.24204 0.29154 -1.94932 0.15 0.19 2.46
C -0.90713 -1.30063 1.35906 3.34 0.14 0.20
C -0.75566 0.00752 1.12608 -1.44 -0.33 0.50
C 0.41368 0.57339 0.57099 2.26 -1.48 -3.08
Cl 0.82519 2.20477 0.41123 -0.43 -0.08 0.72
H 1.33126 0.76145 -3.78899 1.44 0.58 -2.91
H -1.72714 -1.61483 1.90138 -1.80 -0.77 0.64
H -0.04565 -1.99901 1.32603 -0.76 0.35 -0.58
H -1.63126 0.54846 1.44897 0.17 0.96 -0.48
H 1.31757 -0.12220 0.47388 -1.47 1.18 0.15
```
Positions in Å, forces in eV/Å.

ΔE to the lowest compared entry with this formula, charge and spin: 600.3 kJ/mol
Kohn-Sham gap (alpha / beta): 7.21 / 6.85 eV
Total charge: 0
Strongest force on any atom: 4.10 eV/Å